No. 1
{"formula": "C39H41N9O3Ti", "method": "ωB97M-V/def2-TZVPD", "gap_ev": [7.207, 7.234], "charge": 3, "mol_weight_g_mol": 731.68, "homo_energy_ev": [-16.20, -16.20], "e_above_lowest_ev": 0.211, "multiplicity": 2, "elements": ["Ti", "C", "O", "C", "N", "C", "C", "C", "C", "C", "C", "C", "C", "C", "C", "C", "C", "N", "C", "N", "C", "C", "O", "C", "C", "C", "C", "C", "C", "H", "H", "H", "H", "H", "H", "H", "H", "H", "H", "H", "H", "H", "H", "H", "H", "H", "H", "H", "C", "N", "N", "C", "O", "C", "C", "C", "C", "C", "C", "C", "C", "C", "H", "H", "H", "H", "H", "H", "H", "H", "H", "H", "H", "H", "C", "C", "C", "C", "N", "C", "N", "N", "N", "H", "H", "H", "H", "H", "H", "H", "H", "H", "H"], "xyz": [[0.0002, 0.8461, -1.1019], [-0.3458, -1.0129, -5.1989], [0.2353, 0.3391, -5.3323], [0.2715, 0.8188, -4.1213], [-0.1429, 0.1146, -3.1292], [-0.5429, -1.2003, -3.6672], [0.2902, -2.2870, -3.0519], [-0.2579, -3.5575, -2.9061], [0.5149, -4.5951, -2.4081], [1.8352, -4.3684, -2.0418], [2.3810, -3.0990, -2.1756], [1.6099, -2.0603, -2.6819], [0.7911, 2.1652, -3.8376], [1.2307, 3.0868, -4.7714], [1.6861, 4.3179, -4.3061], [1.6888, 4.5776, -2.9363], [1.2399, 3.5817, -2.0867], [0.7961, 2.3936, -2.5152], [1.1902, 3.6620, -0.6175], [0.8197, 2.6402, 0.0678], [1.0188, 3.0099, 1.4962], [1.2378, 4.5376, 1.4100], [1.5180, 4.7747, -0.0131], [2.1869, 2.3018, 2.1356], [3.3712, 2.0828, 1.4401], [4.4812, 1.5627, 2.0916], [4.4183, 1.2722, 3.4480], [3.2411, 1.4983, 4.1494], [2.1294, 2.0068, 3.4945], [0.3753, -1.7033, -5.6316], [-1.2704, -1.0011, -5.7729], [-1.5952, -1.3680, -3.4272], [-1.2841, -3.7444, -3.1913], [0.0905, -5.5852, -2.3158], [2.4395, -5.1824, -1.6702], [3.4127, -2.9231, -1.9087], [2.0587, -1.0700, -2.7985], [1.2111, 2.8428, -5.8233], [2.0364, 5.0667, -5.0013], [2.0350, 5.5158, -2.5289], [0.1007, 2.7852, 2.0448], [2.1088, 4.8857, 1.9640], [0.3585, 5.1325, 1.6540], [3.4464, 2.3295, 0.3851], [5.4032, 1.4142, 1.5505], [5.2909, 0.8966, 3.9610], [3.1954, 1.2994, 5.2105], [1.2202, 2.1928, 4.0517], [-5.4251, -0.1692, 1.1682], [-4.2002, -0.8281, 0.7239], [-3.1615, -0.1487, 0.1234], [-2.2806, -1.0638, -0.3712], [-1.1940, -0.6751, -0.9540], [-2.7768, -2.3332, -0.0946], [-3.9799, -2.1426, 0.5777], [-4.9711, -3.1435, 1.0493], [-2.9098, 1.2457, 0.2161], [-2.4922, 1.8897, -0.9588], [-2.2066, 3.2503, -0.9253], [-2.3390, 3.9622, 0.2650], [-2.7429, 3.3066, 1.4168], [-3.0108, 1.9375, 1.4080], [-5.4745, 0.8180, 0.7161], [-5.4411, -0.0854, 2.2525], [-6.2744, -0.7531, 0.8204], [-2.3230, -3.2672, -0.3609], [-4.5360, -4.1387, 1.0208], [-5.8495, -3.1409, 0.4033], [-5.2947, -2.9327, 2.0669], [-2.5458, 1.3616, -1.9144], [-1.9376, 3.7631, -1.8406], [-2.1629, 5.0286, 0.2800], [-2.8610, 3.8559, 2.3390], [-3.3036, 1.4302, 2.3164], [-0.3290, -3.4956, 3.0436], [1.1700, -3.3912, 3.3056], [1.9754, -4.1401, 2.2520], [1.6139, -1.9443, 3.4605], [1.3414, -1.1570, 2.2404], [2.0062, -1.1292, 1.0871], [1.3652, -0.3126, 0.2738], [0.3167, 0.1357, 0.9693], [0.2728, -0.3714, 2.1345], [-0.6462, -4.5344, 3.0720], [-0.5802, -3.1048, 2.0523], [-0.9114, -2.9500, 3.7834], [1.3844, -3.8363, 4.2825], [1.7079, -3.8233, 1.2408], [1.7660, -5.2059, 2.3027], [3.0492, -4.0145, 2.3886], [2.6843, -1.8435, 3.6443], [1.0713, -1.4282, 4.2531], [2.9093, -1.6740, 0.8845]], "forces_ev_per_angstrom": [[0.111, -0.016, 0.966], [0.076, 0.038, -0.096], [-0.081, -0.116, 0.360], [0.104, 0.296, 0.028], [0.004, 0.230, -0.423], [-0.143, 0.120, 0.020], [0.017, -0.300, -0.070], [0.188, 0.029, 0.061], [-0.001, -0.035, 0.042], [-0.018, 0.083, -0.017], [-0.115, -0.030, 0.014], [0.156, 0.174, -0.034], [0.029, -0.054, 0.203], [0.006, 0.107, 0.185], [-0.048, -0.111, 0.119], [-0.054, -0.201, -0.070], [-0.081, -0.130, -0.005], [0.092, 0.291, -0.397], [0.025, 0.148, -0.202], [-0.017, -0.093, -0.337], [-0.351, -0.043, 0.034], [0.194, 0.185, 0.011], [-0.086, -0.330, 0.005], [0.096, 0.055, 0.058], [0.022, -0.025, -0.081], [-0.071, 0.017, 0.046], [-0.059, 0.017, -0.023], [0.034, -0.037, -0.031], [0.009, -0.050, -0.053], [-0.098, -0.008, 0.027], [0.054, -0.089, 0.067], [0.074, -0.025, -0.075], [-0.104, 0.007, -0.066], [-0.003, -0.030, 0.000], [0.046, -0.056, 0.025], [0.111, 0.004, -0.001], [-0.093, -0.285, -0.012], [0.006, 0.001, -0.052], [0.019, 0.041, -0.041], [0.021, 0.061, -0.014], [0.100, 0.017, -0.007], [-0.158, -0.046, 0.002], [0.040, -0.058, 0.035], [-0.010, -0.015, 0.036], [0.078, -0.024, -0.056], [0.062, -0.036, 0.038], [-0.001, -0.019, 0.058], [-0.076, 0.020, 0.024], [0.019, 0.030, -0.090], [0.289, 0.112, -0.077], [-0.205, -0.095, 0.149], [0.172, 0.098, 0.092], [-0.260, -0.058, -0.152], [-0.082, 0.197, 0.034], [0.015, -0.003, -0.084], [0.090, -0.036, -0.004], [0.148, -0.045, -0.169], [-0.153, 0.072, -0.252], [-0.037, 0.031, 0.082], [-0.003, -0.096, -0.080], [0.003, -0.099, -0.034], [-0.001, 0.036, -0.080], [-0.048, -0.014, 0.032], [-0.055, 0.018, 0.011], [-0.003, 0.036, 0.065], [0.063, -0.129, -0.018], [0.000, -0.005, -0.007], [-0.053, -0.005, -0.021], [-0.023, 0.006, 0.038], [0.007, 0.083, 0.190], [-0.011, 0.009, -0.006], [0.009, 0.046, 0.005], [-0.009, 0.061, 0.073], [-0.017, -0.017, 0.035], [0.047, 0.051, -0.079], [-0.030, -0.173, 0.187], [-0.012, -0.022, -0.037], [-0.004, 0.329, -0.067], [-0.028, 0.045, -0.185], [0.097, 0.172, -0.299], [0.141, 0.018, -0.171], [0.039, -0.301, 0.294], [-0.276, 0.205, 0.353], [0.001, -0.102, -0.005], [-0.011, 0.009, -0.009], [-0.039, 0.056, 0.082], [-0.010, -0.008, -0.033], [-0.008, 0.037, -0.076], [-0.024, -0.058, 0.027], [0.075, 0.005, 0.025], [-0.040, -0.089, 0.042], [0.044, -0.067, -0.026], [0.077, -0.024, -0.055]]}


No. 2
{"formula": "C39H42FN8O5Zn", "method": "ωB97M-V/def2-TZVPD", "gap_ev": 6.382, "charge": 1, "mol_weight_g_mol": 787.20, "homo_energy_ev": -9.65, "e_above_lowest_ev": 0.000, "elements": ["Zn", "O", "C", "N", "C", "C", "C", "C", "C", "C", "N", "C", "C", "C", "C", "C", "N", "H", "H", "H", "H", "H", "H", "H", "H", "H", "H", "F", "C", "C", "C", "C", "O", "C", "C", "N", "C", "C", "C", "C", "C", "C", "N", "C", "C", "N", "C", "C", "C", "O", "O", "H", "H", "H", "H", "H", "H", "H", "H", "H", "H", "H", "H", "H", "H", "H", "H", "H", "H", "C", "C", "N", "C", "C", "C", "O", "C", "C", "C", "C", "N", "C", "H", "H", "H", "H", "H", "H", "H", "H", "H", "H", "H", "H", "H", "H"], "xyz": [[-0.1030, -2.8312, -0.0561], [-4.1054, -3.7439, 0.4051], [-2.9918, -3.3673, 0.0231], [-1.8147, -3.5663, 0.6066], [-1.7811, -4.4515, 1.7497], [-0.4635, -5.2029, 1.7676], [-0.3022, -6.4054, 2.4454], [0.9324, -7.0310, 2.4197], [1.9812, -6.4394, 1.7269], [1.7442, -5.2410, 1.0843], [0.5489, -4.6441, 1.0996], [-2.9042, -2.6122, -1.2997], [-4.0637, -2.4197, -2.0410], [-3.9757, -1.7943, -3.2726], [-2.7308, -1.3739, -3.7241], [-1.6310, -1.6010, -2.9168], [-1.7065, -2.2070, -1.7327], [-1.8600, -3.8888, 2.6889], [-2.6224, -5.1446, 1.7336], [-1.1423, -6.8396, 2.9733], [1.0767, -7.9749, 2.9307], [2.9601, -6.8967, 1.6875], [2.5264, -4.7196, 0.5425], [-4.9936, -2.7821, -1.6261], [-4.8594, -1.6472, -3.8813], [-2.6100, -0.8860, -4.6827], [-0.6384, -1.2888, -3.2335], [-4.4294, 2.4617, 1.5644], [-3.0822, 2.4987, 1.6929], [-2.3643, 1.4033, 1.3024], [-0.9810, 1.3719, 1.4528], [-0.2358, 0.1647, 1.0369], [-0.8521, -0.7849, 0.5529], [1.1867, 0.2169, 1.2636], [1.7273, 1.3275, 1.8150], [1.0411, 2.4493, 2.1654], [1.7293, 3.5566, 2.7852], [3.0748, 3.9510, 2.2740], [1.8943, 4.8380, 2.0167], [-0.3349, 2.4821, 2.0032], [-1.0860, 3.6003, 2.3741], [-2.4652, 3.6291, 2.2392], [-3.1721, 4.8057, 2.6150], [-4.5875, 4.9553, 2.2779], [-5.0111, 6.3910, 2.6334], [-3.7794, 7.2496, 2.5970], [-2.8839, 6.9155, 3.7616], [-2.8948, 5.3911, 3.9208], [2.1536, -0.9061, 0.9172], [3.3392, -0.7140, 1.1691], [1.6570, -1.9317, 0.3453], [-2.8653, 0.5320, 0.8945], [2.7932, 1.3352, 2.0005], [1.5629, 3.6282, 3.8538], [3.4883, 3.4048, 1.4375], [3.8058, 4.2615, 3.0071], [1.4991, 4.8603, 1.0086], [1.8185, 5.7728, 2.5576], [-0.5690, 4.4722, 2.7490], [-5.2401, 4.2577, 2.8071], [-4.7155, 4.7893, 1.2110], [-5.4212, 6.4761, 3.6364], [-5.7386, 6.7762, 1.9255], [-4.0028, 8.2421, 2.5776], [-3.2697, 7.0165, 1.7432], [-3.2720, 7.4227, 4.6421], [-1.8944, 7.3011, 3.5297], [-3.6494, 5.0873, 4.6563], [-1.9347, 5.0651, 4.3016], [3.0459, 0.4204, -2.1810], [2.6865, -0.2038, -3.5270], [3.7111, -1.0973, -4.0542], [4.9532, -0.4942, -4.5450], [6.1285, -0.6897, -3.5946], [3.5852, -2.4424, -4.1979], [4.4329, -3.1244, -4.7546], [2.3610, -3.1293, -3.6564], [1.7456, -4.1157, -4.4152], [0.6990, -4.8382, -3.8637], [0.3022, -4.5507, -2.5691], [0.8908, -3.6010, -1.8384], [1.9053, -2.9187, -2.3680], [2.2064, 1.0181, -1.8160], [3.9147, 1.0750, -2.2713], [3.2732, -0.3427, -1.4337], [2.5197, 0.5868, -4.2620], [1.7541, -0.7552, -3.4436], [4.7530, 0.5663, -4.7022], [5.1884, -0.9436, -5.5082], [5.9245, -0.2567, -2.6135], [7.0228, -0.2147, -4.0038], [6.3323, -1.7531, -3.4712], [2.1028, -4.3226, -5.4159], [0.2018, -5.6185, -4.4240], [-0.5187, -5.0815, -2.0967], [2.3693, -2.1961, -1.7063]], "forces_ev_per_angstrom": [[0.180, 0.114, -0.107], [0.149, 0.024, -0.040], [0.028, 0.026, 0.124], [-0.215, -0.268, -0.075], [0.137, 0.142, -0.187], [0.025, 0.084, -0.094], [0.020, -0.025, 0.031], [-0.061, 0.018, 0.009], [-0.002, -0.033, 0.030], [-0.064, 0.130, 0.016], [-0.033, -0.044, 0.101], [0.092, 0.016, -0.017], [0.002, 0.030, 0.011], [0.045, -0.021, 0.018], [-0.067, 0.016, -0.007], [0.145, 0.009, 0.103], [-0.145, -0.089, 0.032], [-0.027, -0.004, 0.052], [-0.034, -0.090, -0.004], [0.031, 0.001, -0.018], [-0.004, 0.020, -0.005], [-0.016, 0.013, -0.004], [-0.052, -0.006, 0.006], [0.001, 0.002, -0.024], [0.012, 0.011, 0.023], [-0.007, -0.022, 0.032], [-0.048, -0.047, 0.019], [-0.012, -0.043, -0.013], [-0.006, -0.116, 0.031], [-0.024, -0.122, -0.048], [0.016, -0.006, -0.041], [0.114, -0.059, 0.050], [-0.131, 0.122, 0.012], [-0.149, -0.135, -0.013], [-0.012, 0.171, 0.129], [0.057, 0.046, -0.053], [-0.043, -0.083, -0.012], [0.128, 0.007, 0.007], [-0.048, 0.083, -0.053], [0.030, -0.031, 0.018], [0.026, 0.168, 0.057], [0.030, 0.062, -0.060], [-0.013, 0.029, 0.082], [0.111, 0.113, -0.008], [0.032, -0.087, -0.055], [-0.036, -0.075, 0.052], [-0.011, -0.062, 0.045], [-0.092, -0.070, -0.034], [-0.063, 0.120, -0.061], [-0.064, -0.126, -0.057], [0.162, -0.014, 0.088], [0.015, 0.048, 0.016], [-0.009, 0.000, -0.017], [-0.002, 0.001, 0.029], [-0.058, 0.008, -0.005], [-0.025, -0.004, -0.012], [0.027, -0.043, 0.029], [0.011, -0.034, 0.009], [-0.034, 0.012, 0.004], [-0.027, 0.028, 0.038], [-0.010, -0.030, -0.013], [0.007, 0.018, 0.041], [-0.004, 0.065, -0.030], [-0.039, 0.050, 0.020], [0.039, 0.008, -0.042], [-0.028, 0.054, -0.019], [0.025, 0.020, -0.043], [-0.007, -0.007, 0.012], [0.065, -0.057, -0.006], [0.010, -0.086, -0.063], [0.068, 0.033, 0.066], [0.009, -0.041, 0.077], [0.020, -0.041, 0.112], [-0.032, 0.003, 0.000], [-0.021, 0.020, -0.113], [-0.035, 0.080, -0.011], [0.062, -0.080, -0.069], [0.003, -0.060, 0.007], [0.022, -0.013, -0.001], [-0.008, 0.084, -0.037], [-0.132, -0.062, -0.023], [0.034, 0.020, 0.173], [0.026, -0.007, -0.002], [-0.015, -0.020, 0.015], [0.034, 0.110, -0.023], [-0.014, 0.024, -0.075], [-0.021, 0.030, -0.047], [-0.008, 0.018, -0.002], [-0.013, 0.001, -0.055], [0.011, -0.020, -0.040], [-0.039, -0.025, 0.022], [0.003, 0.034, 0.005], [0.026, 0.008, 0.018], [0.006, 0.023, 0.023], [0.033, 0.052, -0.016], [-0.070, -0.116, -0.036]]}